[1]
The following is a quantum chemistry calculation of a molecular structure, C27H60CrN3O6, from the Open Molecules 2025 dataset.

Values from the calculation:
Multiplicity: 4
HOMO-LUMO gap (alpha / beta) in eV: 5.68 / 6.18
LUMO energy (alpha / beta) in eV: -0.3 / -0.3
E_tot in Eh: -2724.74565
Net charge: 0

Each line ends with the Mulliken spin population.
CARTESIAN COORDINATES (ANGSTROEM)
Cr 0.34460 -0.71609 -0.19504  3.229
C 3.62460 1.18461 -3.02319  0.003
C 3.98996 0.06313 -2.02792  -0.001
C 5.52620 -0.09498 -1.92842  0.001
C 6.20633 1.04876 -1.15819  -0.001
C 5.48694 1.14640 0.15956  0.003
C 3.98109 1.40080 0.07160  -0.012
N 3.36553 0.35146 -0.71027  0.021
O 1.99768 0.49935 -0.79578  -0.008
C 3.67942 2.89567 -0.26760  -0.002
C 3.53470 1.27571 1.53750  0.001
C 3.52275 -1.29791 -2.58799  -0.001
H 3.38302 0.85396 -4.03615  0.000
H 4.44191 1.91062 -3.06501  0.000
H 2.77847 1.81739 -2.74912  0.001
H 5.90663 -0.39168 -2.90474  0.000
H 5.72516 -0.93728 -1.25314  0.001
H 6.13953 1.97250 -1.74007  0.000
H 7.26566 0.83705 -1.00459  0.000
H 5.87337 2.00275 0.72491  0.000
H 5.77592 0.32262 0.81938  0.000
H 4.22773 3.62832 0.32631  0.000
H 2.65883 3.12024 0.05790  0.000
H 3.68979 3.10407 -1.33420  0.001
H 3.68876 0.26079 1.94068  -0.001
H 2.48852 1.51219 1.73285  0.000
H 4.17369 1.74913 2.29147  0.000
H 3.77266 -2.10284 -1.89303  0.000
H 4.01280 -1.56733 -3.52435  0.000
H 2.45211 -1.26610 -2.76329  0.004
C -4.12015 -1.90927 1.44509  -0.003
C -2.73544 -1.78818 2.15460  -0.003
C -2.93665 -2.38061 3.56680  -0.001
C -3.08799 -3.89586 3.66223  -0.001
C -2.01239 -4.61928 2.86279  0.004
C -1.64017 -4.02276 1.47505  -0.008
N -1.70806 -2.56877 1.47134  0.000
O -1.29182 -1.98429 0.31380  -0.033
C -2.57392 -4.72296 0.47125  -0.002
C -0.20574 -4.54097 1.23406  0.001
C -2.35419 -0.32970 2.32334  0.009
H -4.57698 -2.89358 1.55893  0.000
H -4.04748 -1.66002 0.38921  0.001
H -4.79835 -1.26519 2.01112  0.000
H -3.90508 -2.02341 3.93731  0.000
H -2.23334 -2.03259 4.32841  0.001
H -4.09070 -4.16565 3.31262  0.000
H -3.09391 -4.22984 4.70146  0.000
H -2.35875 -5.64085 2.70097  0.000
H -1.13748 -4.64350 3.51914  0.000
H -2.40522 -5.80066 0.46940  0.000
H -2.40696 -4.31251 -0.52834  -0.001
H -3.63868 -4.58126 0.66244  0.000
H 0.04936 -4.71880 0.18654  0.001
H -0.03266 -5.49323 1.73900  0.000
H 0.53587 -3.85692 1.65365  -0.001
H -1.49574 -0.28194 3.00444  0.001
H -3.11884 0.25170 2.84161  0.000
H -2.06509 0.18745 1.40701  0.009
C -3.77839 1.19999 -1.12212  -0.003
C -2.51538 1.75037 -1.81759  0.003
C -2.97759 3.02304 -2.55289  0.002
C -3.22347 4.20798 -1.62087  0.000
C -1.92902 4.42329 -0.82919  0.002
C -1.41371 3.21835 -0.02906  0.001
N -1.41929 2.06071 -0.88741  -0.044
O -0.87489 0.93772 -0.33663  -0.159
C -2.35828 3.14260 1.21750  -0.003
C 0.00066 3.63044 0.39903  0.000
C -2.07033 0.76042 -2.88485  -0.007
H -3.55378 0.39970 -0.41410  -0.001
H -4.35806 0.76429 -1.94265  0.000
H -4.43519 1.92206 -0.64020  0.000
H -3.81304 2.81828 -3.22876  0.000
H -2.19910 3.26268 -3.28922  0.001
H -4.04553 4.04369 -0.92545  0.000
H -3.37064 5.10696 -2.21972  0.000
H -2.08780 5.35798 -0.28539  0.000
H -1.14399 4.68355 -1.55128  0.001
H -1.89188 2.36199 1.82870  0.000
H -3.40086 2.88429 1.05336  0.000
H -2.32456 4.06787 1.79469  0.000
H -0.09570 4.51871 1.02391  0.000
H 0.65118 3.77615 -0.46200  -0.001
H 0.51309 2.86981 0.99556  0.002
H -2.73421 0.66211 -3.74632  0.000
H -1.89483 -0.23670 -2.48570  0.005
H -1.14586 1.15787 -3.31791  -0.001
O 0.94592 -0.58262 1.78467  -0.007
H 1.07693 0.22270 2.30177  0.004
H 1.17085 -1.31071 2.37650  0.008
O 1.66168 -2.34628 -0.14296  -0.006
H 2.26063 -2.26353 0.61075  0.001
H 1.94062 -3.14517 -0.60103  0.006
O 0.22207 -1.16879 -2.19371  -0.033
H -0.25559 -1.97818 -2.42899  0.005
H 0.63948 -0.86349 -3.00583  0.006


[2]
The following is a quantum chemistry calculation of a molecular structure, C31H25ClIrP, from the Open Molecules 2025 dataset.

Values from the calculation:
Multiplicity: 5
HOMO-LUMO gap (alpha / beta) in eV: 3.07 / 3.44
LUMO energy (alpha / beta) in eV: -0.6 / -2.7
E_tot in Eh: -2101.80586
Net charge: 0

Each line ends with the natural charge from an NBO analysis.
CARTESIAN COORDINATES (ANGSTROEM)
C -0.65545 -2.24427 2.86520  -0.326
C -0.54249 -2.16156 1.41724  -0.357
C 0.84491 -2.36280 1.06060  -0.305
H -1.37654 -2.01965 0.73266  0.228
C 1.61748 -2.50987 2.23908  -0.344
C 0.70949 -2.50053 3.36831  -0.340
H 0.93430 -2.73839 4.37560  0.235
H -1.55417 -2.19879 3.46072  0.241
H 1.20382 -2.38196 0.04642  0.217
H 2.67143 -2.65466 2.31513  0.242
Ir 0.57182 -0.57251 2.40798  0.732
Cl 2.24442 0.53367 1.16349  -0.599
P 0.22109 -0.01409 -2.55067  1.404
C 1.46544 -1.20042 -2.60839  -0.502
C 1.22459 -2.06136 -3.72187  -0.162
H 0.24647 -2.04200 -4.18924  0.223
C 2.24745 -2.84077 -4.23956  -0.231
H 2.07242 -3.44934 -5.13980  0.230
C 3.49720 -2.83889 -3.58836  -0.157
H 4.29796 -3.46433 -3.99677  0.224
C 3.72204 -2.08872 -2.41941  -0.217
H 4.70148 -2.14453 -1.92014  0.237
C 2.69769 -1.29210 -1.90957  -0.091
H 2.82861 -0.73491 -0.98452  0.274
C -1.46827 -0.52753 -2.41296  -0.421
C -1.84234 -1.88895 -2.25355  -0.190
H -1.11803 -2.59891 -1.85169  0.240
C -3.11411 -2.28380 -2.66318  -0.156
H -3.38775 -3.33432 -2.60326  0.223
C -4.01312 -1.33506 -3.14229  -0.188
H -4.97961 -1.65221 -3.50114  0.223
C -3.72046 0.03455 -3.11489  -0.212
H -4.45465 0.77354 -3.42148  0.231
C -2.47518 0.45538 -2.68201  -0.152
H -2.20921 1.51205 -2.58686  0.234
C 0.65437 1.67236 -2.37808  -0.357
C 1.21566 2.01722 -3.64196  -0.189
H 1.48348 1.21195 -4.32789  0.223
C 1.33468 3.35263 -3.97701  -0.224
H 1.69994 3.60373 -4.96484  0.226
C 0.98674 4.31803 -3.03550  -0.164
H 1.08612 5.35395 -3.31381  0.222
C 0.54938 3.98656 -1.75659  -0.196
H 0.32588 4.76328 -1.03522  0.234
C 0.39312 2.65284 -1.39067  -0.167
H 0.09939 2.33789 -0.38953  0.282
C -0.27252 1.02261 2.15786  -0.282
C -0.75500 1.61499 3.13565  -0.169
C -1.04727 1.79150 4.47044  -0.131
C -1.17119 0.62981 5.26333  -0.181
C -1.18649 0.70992 6.64490  -0.217
C -1.13104 1.98596 7.25214  -0.240
C -1.01891 3.15586 6.46261  -0.215
C -0.99075 3.05907 5.07330  -0.191
H -1.14521 -0.34552 4.77872  0.208
H -1.24033 -0.20846 7.24939  0.209
H -1.17744 2.05528 8.34908  0.206
H -0.95009 4.14320 6.96315  0.209
H -0.85126 3.94337 4.45971  0.212


[3]
The following is a quantum chemistry calculation of 3 unconnected molecules or ions with the total composition H6O3, from the Open Molecules 2025 dataset.

Values from the calculation:
SMILES: O.O.O
Energy above the lowest of the compared OMol25 structures with the same formula, charge and spin in kcal per mole: 9.04
HOMO-LUMO gap in eV: 11.35
LUMO energy in eV: 0.6
E_tot in Eh: -229.31067
Net charge: 0

Each line ends with the natural charge from an NBO analysis.
CARTESIAN COORDINATES (ANGSTROEM)
O 0.48159 0.34298 -1.16979  -0.993
H 0.95859 0.78913 -1.85659  0.490
H 0.52404 0.69553 -0.28854  0.504
O 0.26267 1.18932 1.57806  -0.943
H -0.63115 1.00678 1.32499  0.476
H 0.17924 2.02312 2.03888  0.479
O -0.92988 -2.04674 -0.66900  -0.976
H -0.52367 -2.63659 -0.01296  0.466
H -0.32141 -1.36353 -0.94505  0.497


> Which value of net charge does entry 1 give?

0